{"formula": "C22H22N2O3S", "method": "ωB97M-V with the def2-TZVPD basis set", "species": ["S", "O", "O", "O", "N", "N", "C", "C", "C", "C", "C", "C", "C", "C", "C", "C", "C", "C", "C", "C", "C", "C", "C", "C", "C", "C", "C", "C", "H", "H", "H", "H", "H", "H", "H", "H", "H", "H", "H", "H", "H", "H", "H", "H", "H", "H", "H", "H", "H", "H"], "xyz": [[-0.236, -0.724, -1.710], [-6.957, 0.201, 0.638], [4.351, -1.720, -0.200], [-0.647, 0.123, 1.168], [2.258, -1.164, -0.891], [1.502, 1.059, -0.898], [1.230, -3.127, 0.109], [-1.970, 0.186, 0.897], [3.747, 0.575, -0.161], [1.323, -0.197, -1.096], [-1.238, 0.782, -1.425], [2.909, 2.848, -0.175], [1.955, -2.577, -1.086], [1.295, -0.155, 2.516], [-2.983, -0.054, 1.822], [-6.471, 0.688, -1.640], [-2.316, 0.514, -0.430], [-3.646, 0.572, -0.795], [4.970, 1.037, 0.331], [2.706, 1.484, -0.417], [-4.664, 0.333, 0.128], [5.155, 2.380, 0.562], [1.808, -3.899, 1.009], [4.121, 3.283, 0.308], [-4.305, 0.022, 1.439], [-6.106, 0.389, -0.205], [3.532, -0.845, -0.399], [-0.225, -0.166, 2.489], [-1.649, 1.082, -2.387], [-6.092, 1.667, -1.925], [4.277, 4.335, 0.494], [-3.883, 0.816, -1.819], [1.642, -0.298, 3.536], [6.099, 2.740, 0.940], [-2.746, -0.303, 2.844], [-7.553, 0.678, -1.742], [0.198, -2.819, 0.210], [-5.092, -0.164, 2.154], [2.840, -4.194, 0.917], [-0.600, -1.152, 2.795], [5.750, 0.315, 0.518], [1.669, 0.796, 2.145], [-6.040, -0.062, -2.300], [2.915, -3.084, -1.209], [-0.620, 0.594, 3.177], [-0.509, 1.511, -1.066], [1.692, -0.955, 1.897], [1.277, -4.266, 1.871], [1.352, -2.683, -1.992], [2.102, 3.535, -0.376]], "lowdin_charge": [1.050, 0.079, 0.082, -0.070, 0.013, 0.094, -0.168, -0.223, -0.077, -0.571, -0.352, -0.012, -0.174, -0.039, 0.008, -0.018, -0.212, 0.019, -0.007, -0.228, -0.158, -0.078, 0.030, -0.073, 0.000, -0.410, -0.367, -0.232, 0.083, 0.087, 0.104, 0.113, 0.085, 0.102, 0.107, 0.084, 0.082, 0.121, 0.066, 0.128, 0.119, 0.078, 0.087, 0.125, 0.130, 0.073, 0.059, 0.057, 0.095, 0.112], "charge": 0, "gap_ha": 0.323, "de_lowest_kcal_mol": 9.2, "smiles": "C=CCn1c(SCc2cc(C(C)=O)ccc2OCC)nc2ccccc2c1=O", "max_force_ev_per_a": 0.891, "e_lumo_ev": 0.42}

{"formula": "C20H28N4O2", "method": "ωB97M-V with the def2-TZVPD basis set", "species": ["O", "O", "N", "N", "N", "N", "C", "C", "C", "C", "C", "C", "C", "C", "C", "C", "C", "C", "C", "C", "C", "C", "C", "C", "C", "C", "H", "H", "H", "H", "H", "H", "H", "H", "H", "H", "H", "H", "H", "H", "H", "H", "H", "H", "H", "H", "H", "H", "H", "H", "H", "H", "H", "H"], "xyz": [[2.637, 0.275, 1.521], [-1.216, 1.992, 0.801], [1.431, -1.073, -0.699], [1.921, 2.482, -0.855], [-2.679, 0.767, -0.397], [-0.557, -1.256, 0.299], [-3.887, -1.340, -0.281], [-0.402, 0.003, -0.180], [2.096, 1.580, 1.538], [-4.686, 0.671, 0.975], [3.989, 0.424, 1.160], [-5.115, -0.597, 0.240], [0.831, 0.156, -0.795], [2.106, -3.690, -0.175], [4.034, 1.533, 0.097], [0.896, -3.238, 0.276], [-3.052, -0.403, -1.154], [0.941, 3.545, -0.725], [1.437, 1.300, -1.556], [0.553, -1.899, -0.003], [2.732, 2.327, 0.336], [-1.455, 1.007, 0.114], [-0.073, -4.076, 1.040], [2.966, -2.837, -0.898], [-3.813, 1.537, 0.066], [2.618, -1.547, -1.147], [4.913, 2.162, 0.218], [-5.760, -0.329, -0.602], [1.455, 4.452, -0.407], [4.053, 1.123, -0.910], [4.348, -0.543, 0.805], [-2.158, -0.912, -1.513], [-4.108, 0.401, 1.860], [-3.429, 2.405, 0.605], [-5.688, -1.241, 0.909], [-4.185, -2.215, -0.861], [0.317, -5.079, 1.193], [0.142, 3.326, -0.011], [-3.642, -0.074, -2.018], [2.412, -4.706, 0.019], [3.256, -0.877, -1.701], [4.579, 0.723, 2.040], [-5.559, 1.241, 1.295], [2.379, 2.085, 2.473], [-0.274, -3.613, 2.004], [1.011, 1.516, 1.484], [-4.388, 1.876, -0.803], [2.272, 0.902, -2.146], [0.693, 1.662, -2.274], [0.499, 3.733, -1.704], [-3.263, -1.671, 0.552], [3.913, -3.210, -1.255], [2.976, 3.348, 0.645], [-1.019, -4.131, 0.504]], "lowdin_charge": [-0.132, 0.038, 0.063, -0.172, -0.044, 0.194, -0.178, -0.152, -0.131, -0.170, -0.200, -0.206, -0.113, -0.034, -0.084, -0.197, -0.156, -0.078, -0.095, -0.225, -0.266, -0.377, -0.035, -0.059, -0.141, -0.054, 0.111, 0.111, 0.085, 0.091, 0.110, 0.114, 0.121, 0.119, 0.107, 0.110, 0.077, 0.064, 0.128, 0.110, 0.115, 0.120, 0.110, 0.128, 0.087, 0.106, 0.129, 0.106, 0.129, 0.085, 0.105, 0.105, 0.138, 0.082], "charge": 0, "gap_ha": 0.312, "de_lowest_kcal_mol": 38.8, "smiles": "Cc1cccn2c(CN(C)[C@@H]3CCOC3)c(C(=O)N3CCCCC3)nc12", "max_force_ev_per_a": 0.945, "e_lumo_ev": 0.76}

{"formula": "C31H28BN5O3Pt", "method": "ωB97M-V with the def2-TZVPD basis set", "species": ["Pt", "O", "O", "O", "N", "N", "N", "N", "N", "C", "C", "C", "C", "C", "C", "C", "C", "C", "C", "C", "C", "C", "C", "C", "C", "C", "C", "C", "C", "C", "C", "C", "C", "C", "C", "C", "C", "C", "C", "C", "B", "H", "H", "H", "H", "H", "H", "H", "H", "H", "H", "H", "H", "H", "H", "H", "H", "H", "H", "H", "H", "H", "H", "H", "H", "H", "H", "H", "H"], "xyz": [[1.629, -0.069, -2.142], [3.391, 1.446, -1.546], [-9.395, 0.252, 4.484], [3.568, -0.714, -1.811], [-4.490, 0.552, 0.212], [0.942, 0.027, -0.024], [1.220, -1.538, -3.416], [-0.259, 0.707, -2.333], [-3.464, 0.054, 2.110], [-8.297, 0.277, 3.699], [-1.124, -0.017, 1.193], [-7.095, -0.070, 4.324], [-2.448, 0.667, -1.311], [5.548, 0.437, -1.130], [9.580, 0.174, 0.372], [-0.830, 1.000, -3.494], [1.580, -0.347, 1.064], [-7.106, 0.619, 1.645], [6.067, -1.490, -2.750], [-5.918, -0.063, 3.615], [6.009, 1.375, -0.188], [-3.022, 0.969, -2.546], [-8.299, 0.616, 2.353], [-0.440, -0.431, 2.335], [5.158, 2.497, 0.344], [-10.636, 0.586, 3.896], [-1.043, 0.529, -1.232], [0.925, -0.600, 2.271], [8.190, 0.304, -0.187], [7.739, -0.570, -1.167], [1.151, -2.680, -3.601], [-0.398, 0.191, 0.003], [-2.199, 1.142, -3.641], [7.318, 1.277, 0.270], [4.109, 0.424, -1.529], [6.440, -0.529, -1.650], [-3.153, 0.478, -0.087], [-2.540, 0.164, 1.113], [-4.630, 0.291, 1.549], [-5.905, 0.288, 2.259], [0.985, -4.205, -3.766], [-11.377, 0.499, 4.686], [8.421, -1.308, -1.576], [1.281, -4.597, -4.866], [-4.983, -0.327, 4.087], [-0.999, -0.623, 3.241], [-5.236, 0.757, -0.428], [5.513, -0.987, -3.541], [-0.185, -4.425, -3.550], [-10.894, -0.101, 3.085], [-7.126, -0.345, 5.370], [2.655, -0.460, 0.980], [-4.094, 1.072, -2.651], [9.642, -0.705, 1.017], [-7.136, 0.891, 0.596], [5.073, 3.283, -0.408], [10.316, 0.044, -0.423], [5.612, 2.924, 1.239], [9.852, 1.047, 0.963], [4.144, 2.181, 0.565], [1.486, -0.940, 3.129], [7.664, 1.993, 1.008], [6.966, -1.934, -3.178], [-10.637, 1.611, 3.515], [-0.159, 1.136, -4.330], [-9.216, 0.875, 1.841], [-2.614, 1.388, -4.607], [1.742, -4.681, -2.951], [5.428, -2.286, -2.375]], "lowdin_charge": [1.212, -0.064, -0.071, -0.162, 0.184, 0.005, -0.066, -0.061, 0.191, -0.281, -0.066, 0.014, -0.063, -0.047, -0.049, -0.096, -0.089, -0.024, -0.035, -0.010, -0.189, 0.019, -0.014, 0.021, -0.041, -0.078, -0.114, -0.018, -0.264, -0.013, -0.203, -0.136, -0.025, -0.016, -0.591, -0.186, -0.122, -0.165, -0.252, -0.158, -0.429, 0.094, 0.118, -0.003, 0.114, 0.123, 0.148, 0.088, 0.000, 0.097, 0.124, 0.122, 0.118, 0.084, 0.105, 0.092, 0.079, 0.075, 0.073, 0.067, 0.113, 0.113, 0.077, 0.097, 0.122, 0.104, 0.116, 0.006, 0.086], "charge": 0, "gap_ha": 0.243, "de_lowest_kcal_mol": 40.1, "max_force_ev_per_a": 1.142, "e_lumo_ev": -1.18}

{"formula": "C12H24ClI2IrN2OP2", "method": "ωB97M-V with the def2-TZVPD basis set", "species": ["Ir", "I", "I", "Cl", "P", "P", "O", "N", "N", "C", "C", "C", "C", "C", "C", "C", "C", "C", "C", "C", "C", "H", "H", "H", "H", "H", "H", "H", "H", "H", "H", "H", "H", "H", "H", "H", "H", "H", "H", "H", "H", "H", "H", "H", "H"], "xyz": [[-0.101, -0.251, -0.297], [-2.656, -2.794, -4.051], [-0.478, -4.049, -3.774], [-0.671, -1.738, -1.995], [-1.451, -2.367, 0.424], [0.487, 0.433, -2.773], [1.403, 5.042, 4.419], [0.384, 1.088, 1.078], [2.479, 3.162, 5.128], [0.190, 3.291, 2.177], [-1.718, -2.189, 2.189], [1.428, 0.891, 1.875], [-0.658, -4.008, 0.157], [1.690, 1.727, 3.040], [-3.194, -2.780, -0.028], [1.635, 3.856, 4.284], [1.131, 2.983, 3.179], [1.548, -0.515, -3.949], [-0.919, 0.865, -3.869], [-0.257, 2.337, 1.263], [1.526, 1.888, -2.642], [-1.640, 1.465, -3.300], [-0.795, -2.485, 2.702], [2.082, 0.036, 1.674], [-2.560, -2.855, 2.454], [-1.402, -0.040, -4.267], [0.409, -3.936, 0.400], [-0.785, -4.346, -0.881], [2.489, -0.782, -3.444], [-1.973, -1.128, 2.361], [1.057, -1.407, -4.367], [-0.208, 4.282, 2.090], [0.868, 2.748, -2.462], [-3.822, -1.899, 0.176], [-0.466, 1.459, -4.677], [2.222, 1.711, -1.805], [2.062, 1.980, -3.604], [2.879, 3.682, 5.969], [-3.466, -3.587, 0.682], [1.772, 0.216, -4.749], [2.382, 1.234, 3.701], [2.730, 2.162, 5.082], [-3.307, -3.120, -1.068], [-1.172, -4.687, 0.850], [-1.156, 2.423, 0.648]], "lowdin_charge": [0.755, 0.276, 0.283, -0.184, 0.636, 0.626, 0.118, -0.229, 0.147, 0.051, -0.266, -0.098, -0.245, 0.036, -0.224, -0.471, -0.077, -0.232, -0.234, -0.055, -0.262, 0.063, 0.062, 0.121, 0.067, -0.011, 0.063, -0.026, 0.072, 0.053, 0.005, 0.135, 0.062, 0.071, 0.078, 0.054, 0.067, 0.169, 0.074, 0.073, 0.108, 0.096, -0.001, 0.076, 0.116], "charge": 2, "gap_ha": [0.170, 0.196], "de_lowest_kcal_mol": 68.4, "multiplicity": 5, "max_force_ev_per_a": 6.091, "e_lumo_ev": [-7.40, -8.82]}